A 4-piece molecular cluster, C3H15N2O3 overall in a non-equilibrium geometry, computed with ωB97M-V/def2-TZVPD.

Properties
F_max ... 3.45 eV/Å
Lowest unoccupied orbital energy ... -2.9 eV
HOMO-LUMO gap ... 9.317 eV
E_HOMO ... -12.195 eV
Relative energy (zero: lowest compared OMol25 entry of this formula, charge and spin) ... 162.69 kJ/mol
E ... -458.2695 a.u.

```
! RIJCOSX wB97M-V def2-TZVPD def2/J DEFGRID3
* xyz 1 1
O 3.237 1.761 0.880
O 0.371 -2.318 2.145
O -2.148 -3.182 -0.473
N -0.017 1.593 -2.406
N 0.039 0.479 1.067
C 0.484 1.077 -1.265
C -0.415 0.781 -0.281
C -1.883 0.706 -0.383
H 0.578 1.794 -3.175
H 1.028 0.191 1.150
H -1.000 1.695 -2.545
H -2.259 0.073 -1.192
H -0.295 -0.437 1.437
H 4.177 1.708 1.100
H -2.480 1.582 -0.714
H 1.036 -3.015 2.256
H -1.736 -3.679 -1.181
H -1.806 -2.301 -0.688
H 3.165 2.718 0.997
H 1.548 1.101 -1.051
H -0.049 1.124 1.859
H -2.491 0.349 0.449
H -0.464 -2.757 1.906
*
```

---

A 2-piece molecular cluster, C3H2Cl3N overall in a non-equilibrium geometry, computed with ωB97M-V/def2-TZVPD.

Properties
F_max ... 2.92 eV/Å
Lowest unoccupied orbital energy (spin up / spin down) ... -2.3 / -3.8 eV
HOMO-LUMO gap (spin up / spin down) ... 9.327 / 5.849 eV
E_HOMO (spin up / spin down) ... -11.676 / -9.606 eV
Relative energy (zero: lowest compared OMol25 entry of this formula, charge and spin) ... 281.41 kJ/mol
E ... -1550.7117 a.u.

```
! RIJCOSX wB97M-V def2-TZVPD def2/J DEFGRID3
* xyz 0 1
Cl 1.617 -0.355 0.113
Cl -1.224 1.699 -0.166
Cl 3.351 1.728 0.972
N -1.041 -1.648 2.065
C -0.025 -0.637 -0.043
C -0.553 -1.201 1.100
C -0.699 0.216 -1.036
H -1.516 -0.338 -1.305
H 0.089 0.537 -1.701
*
```

---

A 2-piece molecular cluster, C11H12ClNO overall in a non-equilibrium geometry, computed with ωB97M-V/def2-TZVPD.

Properties
F_max ... 4.51 eV/Å
Lowest unoccupied orbital energy ... 0.6 eV
HOMO-LUMO gap ... 8.388 eV
E_HOMO ... -7.819 eV
Relative energy (zero: lowest compared OMol25 entry of this formula, charge and spin) ... 96.02 kJ/mol
E ... -1016.4314 a.u.

```
! RIJCOSX wB97M-V def2-TZVPD def2/J DEFGRID3
* xyz 0 1
Cl -0.658 1.548 -2.361
O 1.947 0.934 1.721
N 3.347 0.722 -1.544
C 1.794 0.273 0.481
C -0.872 -2.140 1.361
C 0.837 -0.821 0.306
C -2.084 1.176 -0.091
C 2.578 0.571 -0.586
C 0.042 -1.103 1.407
C -0.848 -2.870 0.207
C -0.469 2.981 -0.148
C 0.768 -1.582 -0.832
C -1.021 1.967 -0.726
C -0.137 -2.619 -0.938
H 0.976 0.993 2.102
H -1.736 0.208 0.205
H -1.455 -2.306 2.189
H 0.166 -0.516 2.338
H -0.774 3.394 0.892
H -2.937 0.951 -0.801
H 1.378 -1.324 -1.637
H -1.533 -3.770 0.151
H -2.399 1.724 0.895
H -0.301 -3.304 -1.736
H 0.312 3.493 -0.664
H 3.081 1.421 -2.192
*
```

---

An isolated molecule of C5H8O2 in a non-equilibrium geometry, computed with ωB97M-V/def2-TZVPD.

Properties
F_max ... 3.68 eV/Å
Lowest unoccupied orbital energy ... 0.2 eV
HOMO-LUMO gap ... 8.419 eV
E_HOMO ... -8.182 eV
Relative energy (zero: lowest compared OMol25 entry of this formula, charge and spin) ... 479.46 kJ/mol
E ... -345.6223 a.u.

```
! RIJCOSX wB97M-V def2-TZVPD def2/J DEFGRID3
* xyz 0 1
O -1.124 0.390 2.343
O -0.619 -2.486 -0.630
C 0.582 -0.704 0.745
C -0.013 1.145 -1.109
C -0.404 0.696 1.418
C 0.188 -1.583 -0.602
C -0.500 0.086 -0.140
H 1.051 -1.524 -1.281
H -0.563 2.076 -0.976
H 1.040 1.381 -0.942
H 1.602 -0.373 0.600
H 0.030 1.704 1.340
H -0.116 0.816 -2.143
H 0.375 -1.388 1.554
H -1.531 -0.236 -0.178
*
```

---

An isolated molecule of C2H3Br in a non-equilibrium geometry, computed with ωB97M-V/def2-TZVPD.

Properties
F_max ... 5.99 eV/Å
Lowest unoccupied orbital energy ... 1.0 eV
HOMO-LUMO gap ... 10.282 eV
E_HOMO ... -9.273 eV
Relative energy (zero: lowest compared OMol25 entry of this formula, charge and spin) ... 13.01 kJ/mol
E ... -2651.9724 a.u.

```
! RIJCOSX wB97M-V def2-TZVPD def2/J DEFGRID3
* xyz 0 1
Br 0.831 -0.514 -1.978
C -0.308 -0.111 -0.558
C 0.165 0.170 0.781
H -0.546 0.397 1.549
H -1.357 -0.090 -0.789
H 1.215 0.148 0.994
*
```

---

A 12-piece molecular cluster, C18H60N10O12 overall in a non-equilibrium geometry, computed with ωB97M-V/def2-TZVPD.

Properties
F_max ... 10.14 eV/Å
Lowest unoccupied orbital energy ... 0.0 eV
HOMO-LUMO gap ... 7.786 eV
E_HOMO ... -7.792 eV
Relative energy (zero: lowest compared OMol25 entry of this formula, charge and spin) ... 594.56 kJ/mol
E ... -2172.1398 a.u.

```
! RIJCOSX wB97M-V def2-TZVPD def2/J DEFGRID3
* xyz 0 1
O -1.017 -0.012 3.365
O 3.418 2.155 -3.863
O 0.482 2.274 3.816
O 2.514 0.606 1.892
O 1.312 -3.555 -3.230
O -1.709 -0.949 -3.697
O 3.121 -3.877 0.545
O -5.490 -0.066 1.034
O -3.666 2.750 2.861
O -0.136 3.460 -1.369
O 0.083 1.411 0.448
O -1.487 -2.648 1.802
N -3.890 -1.758 1.059
N -3.678 -0.097 2.575
N -0.768 3.647 2.228
N -0.346 -1.120 5.373
N -0.725 -3.593 -4.277
N 0.994 -1.134 3.749
N -0.350 -4.378 0.548
N 1.385 3.904 2.320
N 0.864 -3.075 1.852
N -0.816 -3.708 -2.117
C 3.759 0.281 1.358
C 0.598 -0.420 -1.043
C -0.345 -3.366 1.368
C -4.326 -0.616 1.546
C -0.076 -3.614 -3.165
C 4.062 0.566 -2.292
C 3.331 -3.226 -0.755
C 0.554 3.176 -2.567
C 0.311 4.280 -3.565
C -4.552 2.998 1.789
C -0.122 -0.739 4.148
C -2.588 0.743 -2.308
C 3.884 -1.145 2.054
C -3.665 2.952 0.589
C 3.351 0.746 -3.581
C 0.341 3.278 2.832
C -0.221 0.080 0.201
C -2.508 -0.779 -2.576
H -2.994 3.762 0.643
H 3.667 0.307 0.276
H 3.013 -1.643 1.633
H 3.047 -4.066 -1.387
H -1.779 -3.655 -4.336
H 0.871 4.089 -4.504
H -1.951 -1.299 -1.768
H 1.372 -0.521 3.050
H -0.125 -3.688 -5.107
H 3.824 -1.180 3.173
H -1.304 -4.550 0.197
H 5.069 0.770 -2.556
H 0.681 5.245 -3.288
H -4.126 2.694 3.689
H 3.834 0.188 -4.423
H -0.411 1.745 1.198
H -2.695 -0.451 2.746
H -1.821 -3.864 -2.177
H -1.422 -1.893 -3.730
H -0.353 -3.607 -1.201
H 4.383 -2.936 -0.845
H -0.766 4.520 1.682
H -4.377 -2.137 0.209
H -5.348 2.202 1.693
H -1.339 -0.025 0.055
H -0.126 2.659 -0.844
H 3.463 -4.791 0.532
H 0.444 -1.461 -1.236
H 2.706 -2.382 -1.011
H 0.391 -4.949 0.091
H -5.118 3.959 1.826
H 2.314 3.747 2.653
H 1.673 -0.250 -0.950
H 0.077 -0.509 1.094
H 1.280 4.606 1.596
H 2.727 2.366 -4.448
H -0.797 4.400 -3.697
H 3.732 1.267 -1.511
H -1.609 1.260 -2.220
H -1.699 3.377 2.551
H 0.172 2.274 -3.042
H 2.366 0.395 -3.452
H 0.395 -1.556 5.969
H -4.342 3.127 -0.243
H 2.263 1.529 1.764
H -3.197 0.952 -1.436
H 1.708 -1.557 4.403
H 4.826 -1.561 1.749
H 4.557 0.942 1.700
H -3.132 1.219 -3.119
H -1.249 -0.817 5.809
H 0.902 -2.308 2.527
H 4.139 -0.446 -1.844
H -3.796 0.931 2.641
H -3.474 -1.337 -2.736
H -3.118 1.985 0.603
H 1.737 -3.300 1.403
H 0.282 0.005 -1.956
H 1.591 2.914 -2.314
H -2.922 -2.126 1.279
*
```

---

A 5-piece molecular cluster, C30H24N2O21P2 overall in a non-equilibrium geometry, computed with ωB97M-V/def2-TZVPD.

Properties
F_max ... 3.00 eV/Å
Lowest unoccupied orbital energy ... -2.0 eV
HOMO-LUMO gap ... 7.141 eV
E_HOMO ... -9.130 eV
Relative energy (zero: lowest compared OMol25 entry of this formula, charge and spin) ... 176.58 kJ/mol
E ... -3529.8628 a.u.

```
! RIJCOSX wB97M-V def2-TZVPD def2/J DEFGRID3
* xyz 0 1
P -2.762 -3.412 1.436
P -3.193 -2.526 3.408
O -1.936 -2.717 4.182
O 2.701 -0.948 5.367
O -1.397 -5.752 0.054
O 0.621 2.607 3.121
O 5.578 2.419 0.629
O 6.718 -0.620 -2.757
O 0.335 -3.402 -0.242
O -4.402 6.598 -0.023
O 4.934 -0.343 3.965
O -1.438 -3.217 -1.553
O -4.684 -9.043 -0.552
O -2.601 4.617 -0.420
O -3.480 -0.892 3.336
O 2.823 3.160 1.655
O -0.231 7.090 -3.623
O 5.417 4.493 -1.092
O -1.978 9.100 -3.165
O -4.524 -3.211 4.126
O -0.067 -6.468 -2.185
O 6.643 1.473 -4.467
O -3.306 -9.816 -2.744
N -1.423 -2.432 0.842
N -1.144 -0.085 1.253
C 1.587 0.805 4.288
C 5.752 3.271 -1.546
C -2.154 8.076 -2.533
C -3.397 6.773 -0.901
C -1.836 -1.024 0.577
C -2.854 -8.867 -2.129
C -1.219 6.926 -2.728
C 3.952 1.423 2.757
C -3.376 0.572 -0.578
C -2.445 5.633 -1.077
C 2.685 0.068 4.487
C 2.853 2.155 2.558
C -1.867 -6.678 -0.579
C -0.793 -3.020 -0.333
C -3.559 -8.392 -0.899
C 6.019 3.053 -2.837
C 6.378 1.714 -3.304
C -2.949 -0.819 -0.349
C 6.146 0.826 -1.008
C -1.177 -7.135 -1.823
C 5.812 2.169 -0.540
C -1.360 5.786 -2.042
C 6.410 0.606 -2.300
C -1.561 1.188 1.018
C -2.654 1.624 0.160
C -3.091 -7.368 -0.177
C -1.643 -8.162 -2.543
C 3.951 0.339 3.740
C 1.596 1.901 3.324
C -3.254 7.913 -1.584
H 6.865 -0.512 -3.716
H -4.217 0.845 -1.250
H 4.869 1.598 2.211
H -2.913 2.700 0.052
H -3.934 8.745 -1.464
H 0.060 -5.774 -1.506
H 1.921 3.528 1.706
H -4.150 -0.680 2.656
H -1.153 -8.504 -3.444
H -3.923 -3.263 0.615
H -3.590 -7.017 0.715
H 5.982 3.842 -3.575
H -0.689 4.948 -2.173
H -1.627 -2.365 -1.992
H -4.445 -4.169 3.945
H 6.168 0.034 -0.272
H 3.604 -1.316 5.324
H -3.488 -1.642 -0.869
H -1.001 2.008 1.568
H -4.804 -9.736 -1.229
H 5.275 4.385 -0.131
H 0.665 0.621 4.822
H -0.346 7.993 -3.978
H -4.284 5.699 0.336
*
```